No. 1
Formula: C25H30N2O6
Source: OMol25
Level of theory: ωB97M-V/def2-TZVPD

The multiplicity is 1. The calculation puts the HOMO energy at -8.011 eV. The value obtained for the energy above the lowest of the compared OMol25 structures with the same formula, charge and spin is 63.6 kcal per mole. The net charge is 0.

Geometry as XYZ:
```
63
C25H30N2O6 (ωB97M-V/def2-TZVPD)
O 3.2119 5.9623 -0.9183
O 0.1674 -5.5884 2.8317
O 1.0813 -5.5763 -1.7263
O 1.9817 7.4835 0.2028
O 4.3667 2.9637 2.8982
O 4.6817 4.6212 1.2867
C 2.5228 6.2525 0.0457
C -0.3840 -5.4043 1.7590
C -0.0756 -5.2725 -1.4801
C -1.3829 5.0715 0.5559
C -0.2135 5.6273 1.0499
C -2.6123 0.9936 0.0149
C -3.5421 2.0333 0.0579
C -1.2497 1.2793 0.1181
C 1.9232 3.2502 3.0588
C -3.1083 3.3509 0.2306
C -0.8172 2.6017 0.2597
C 0.8200 3.9559 2.5676
C 3.1865 3.5369 2.5528
C 3.3613 4.5085 1.5912
C -1.7443 3.6555 0.3579
C 0.9747 4.9329 1.5661
C 2.2734 5.2335 1.0788
N -1.0426 -5.8935 -2.1666
N 0.1054 -4.5143 0.8970
C 5.3462 3.6177 2.0719
C -1.6405 -6.1809 1.4239
C -2.4983 -5.7492 -2.0922
C -1.4762 -2.0973 -2.5555
C 0.7395 -1.0149 -2.5153
C 0.0066 -2.3340 -2.2685
C 0.2601 -2.8176 -0.8269
C -0.3895 -4.1658 -0.4429
H 2.3015 7.9792 -0.5655
H -2.1463 5.7927 0.2782
H -0.1793 6.7124 1.0536
H -2.9491 -0.0319 -0.0997
H -4.6031 1.8187 -0.0284
H -0.5206 0.4769 0.0860
H 1.8099 2.4870 3.8220
H -3.8487 4.1436 0.2771
H 0.2502 2.7889 0.2805
H -0.1727 3.7367 2.9515
H -0.6862 -6.5778 -2.8181
H 0.9672 -4.0833 1.1924
H 6.1167 4.0797 2.6966
H 5.8288 2.8882 1.4141
H -2.4557 -5.4892 1.2297
H -1.8981 -6.8084 2.2760
H -1.4538 -6.8155 0.5613
H -2.8450 -5.0520 -2.8565
H -2.9639 -6.7176 -2.2828
H -2.8238 -5.4063 -1.1111
H -1.8775 -1.3605 -1.8609
H -1.5959 -1.7269 -3.5739
H -2.0337 -3.0225 -2.4595
H 1.8033 -1.1401 -2.3120
H 0.6205 -0.7184 -3.5576
H 0.3421 -0.2285 -1.8775
H 0.3880 -3.0704 -2.9752
H -0.0848 -2.0528 -0.1299
H 1.3405 -2.9169 -0.7032
H -1.4638 -4.0080 -0.3918
```

In the Löwdin picture, each atom carries the following charge in e: 0.121, 0.040, 0.059, 0.118, 0.042, 0.053, -0.448, -0.546, -0.472, -0.022, -0.027, -0.095, -0.080, -0.078, 0.031, -0.043, -0.026, -0.036, -0.216, -0.144, -0.218, -0.178, -0.008, 0.041, 0.116, -0.099, 0.011, -0.069, -0.054, -0.069, -0.414, -0.117, -0.211, 0.132, 0.102, 0.102, 0.091, 0.101, 0.083, 0.123, 0.109, 0.110, 0.125, 0.146, 0.150, 0.138, 0.139, 0.076, 0.088, 0.080, 0.073, 0.088, 0.064, 0.067, 0.087, 0.047, 0.082, 0.082, 0.058, 0.134, 0.119, 0.125, 0.120

No. 2
Formula: C25H30N4O4S
Source: OMol25
Level of theory: ωB97M-V/def2-TZVPD

The multiplicity is 1. The calculation puts the HOMO energy at -8.246 eV. The value obtained for the energy above the lowest of the compared OMol25 structures with the same formula, charge and spin is 6.0 kcal per mole. The net charge is 0.

Geometry as XYZ:
```
64
C25H30N4O4S (ωB97M-V/def2-TZVPD)
C 1.8077 -5.7559 -0.7185
C 2.7529 -4.6202 -0.3982
O 3.8872 -4.6244 -0.8301
C 2.2235 -3.5262 0.4234
C 1.1379 -3.5590 1.3096
N 1.0175 -2.3372 1.8390
C 1.9593 -1.4727 1.3264
C 2.7520 -2.2042 0.4467
C 3.9329 -1.7323 -0.3210
H 3.6882 -0.8619 -0.9271
H 4.7378 -1.4586 0.3610
H 4.2962 -2.5281 -0.9635
C 1.9209 -0.1223 1.8478
O 1.1593 0.1626 2.7559
C 2.8266 0.9243 1.2377
H 2.7211 1.8591 1.7865
H 3.8625 0.5925 1.2022
S 2.3562 1.2486 -0.4893
C 0.9135 2.2307 -0.2578
N 0.6018 2.5313 0.9469
C -0.5055 3.3015 1.1577
C -0.8944 3.5974 2.4684
C -2.0036 4.3809 2.6872
C -2.7429 4.8874 1.6175
C -2.3757 4.5968 0.3234
C -1.2566 3.7978 0.0785
C -0.8795 3.4442 -1.2826
O -1.4640 3.8083 -2.2838
N 0.2545 2.6273 -1.3772
C 0.6412 2.1624 -2.6940
C 0.1910 0.7243 -2.9633
C -1.3114 0.5384 -2.7471
N -1.6864 0.5767 -1.3403
C -3.1006 0.8799 -1.1758
C -3.4457 0.9556 0.3102
O -3.1370 -0.2492 0.9707
C -1.7696 -0.5442 0.8238
C -1.3777 -0.6631 -0.6488
H -0.3064 -0.8645 -0.7171
H -1.9235 -1.5144 -1.0985
H -1.6143 -1.4979 1.3318
H -1.1610 0.2352 1.3059
H -4.5167 1.1154 0.4456
H -2.8927 1.7845 0.7740
H -3.3086 1.8436 -1.6444
H -3.7315 0.1074 -1.6514
H -1.8359 1.3541 -3.2497
H -1.6309 -0.4106 -3.2134
H 0.7525 0.0354 -2.3322
H 0.4271 0.4912 -4.0024
H 1.7278 2.2417 -2.7946
H 0.1580 2.8380 -3.4047
H -2.9345 4.9686 -0.5222
H -3.6074 5.5049 1.8090
H -2.3079 4.6082 3.6984
H -0.3131 3.1893 3.2797
H 0.3574 -2.0312 2.5397
C 0.2298 -4.6512 1.7451
H -0.3663 -4.3158 2.5915
H -0.4486 -4.9435 0.9449
H 0.7946 -5.5303 2.0479
H 1.7097 -6.4078 0.1462
H 2.2256 -6.3358 -1.5380
H 0.8256 -5.3831 -0.9933
```

In the Löwdin picture, each atom carries the following charge in e: -0.007, -0.391, 0.071, -0.066, -0.224, 0.138, -0.162, -0.130, -0.030, 0.032, 0.094, 0.069, -0.412, 0.068, -0.332, 0.086, 0.082, 1.050, -0.551, 0.116, -0.220, -0.003, -0.069, -0.078, -0.016, -0.086, -0.372, 0.073, 0.003, -0.164, -0.153, -0.185, -0.160, -0.153, -0.177, -0.120, -0.189, -0.151, 0.109, 0.132, 0.113, 0.116, 0.130, 0.110, 0.121, 0.132, 0.120, 0.124, 0.071, 0.119, 0.101, 0.128, 0.120, 0.102, 0.105, 0.116, 0.157, -0.010, 0.084, 0.084, 0.084, 0.081, 0.086, 0.082

Number 1: gap between HOMO and LUMO 8.216 eV. Number 2: gap between HOMO and LUMO 8.584 eV.